An isolated ion of composition C3H5N2O2 and charge -1, computed with ωB97M-V with the def2-TZVPD basis set.

DFT total energy in eV: -10262.9290
HOMO in hartree: -0.13800
Charge: -1

```
12
C3H5N2O2 | OMol25 | ωB97M-V with the def2-TZVPD basis set
C 0.4246 0.2314 -0.6985
C 0.1469 0.3857 0.6943
C -0.8539 -0.4049 -0.1360
N -2.2559 0.3997 -0.5031
N -3.3621 0.0076 0.0383
O -4.3303 0.7335 -0.1765
O -3.4728 -0.9825 0.8443
H 0.3147 0.9361 -1.3607
H 1.3287 -0.3473 -1.0477
H 0.7173 -0.2454 1.4794
H -0.1762 1.3475 1.1870
H -1.0647 -1.4532 0.1057
```

An isolated ion of composition C3H5N2O2 and charge +1, computed with ωB97M-V with the def2-TZVPD basis set.

DFT total energy in eV: -10252.3470
HOMO in hartree: -0.56307
Charge: +1

```
12
C3H5N2O2 | OMol25 | ωB97M-V with the def2-TZVPD basis set
C 1.6317 2.2584 1.0380
C 0.8982 1.3068 0.9545
C -0.1567 -0.4158 -0.5564
N 2.6495 3.1602 1.4531
N -0.1678 0.4711 0.7534
O 3.5320 3.5234 0.7201
O 2.3652 3.5859 2.5429
H -0.3389 0.2878 -1.4029
H 0.9263 -0.6660 -0.7616
H -1.0627 -0.9999 -0.6350
H -1.1795 1.0205 0.7065
H -0.1978 -0.2375 1.5910
```

An isolated ion of composition C3H5N2O2 and charge +1, computed with ωB97M-V with the def2-TZVPD basis set.

DFT total energy in eV: -10257.2976
HOMO in hartree: -0.49937
Charge: +1

```
12
C3H5N2O2 | OMol25 | ωB97M-V with the def2-TZVPD basis set
C 0.2601 -1.3411 1.2279
C -1.3118 0.3480 1.3085
C 0.3092 0.4859 -0.1546
N -0.8114 -0.7465 1.7694
N 0.2786 0.4584 -1.6567
O -1.9232 1.3198 1.4467
O 0.8475 -0.7578 0.1937
H 0.6287 -2.2487 1.5168
H 0.9740 1.2427 0.2888
H -0.6716 0.7824 -1.9943
H 0.4230 -0.6082 -1.8146
H 0.9970 1.0651 -2.1316
```

One molecule with the formula C3H5N2P, computed with ωB97M-V with the def2-TZVPD basis set.

DFT total energy in eV: -15454.7727
HOMO (alpha / beta) in hartree: -0.33571 / -0.33724
Charge: 0

```
11
C3H5N2P | OMol25 | ωB97M-V with the def2-TZVPD basis set
C -2.0716 -0.6807 -0.2729
C -0.0290 1.7419 0.5649
C 1.9209 -0.2746 -0.1130
N -0.7269 -0.9413 -0.3467
N -2.7191 0.3204 -0.0810
P 0.1997 0.1483 0.3374
H -2.5092 -1.5887 -0.4786
H -0.8586 2.2492 1.0454
H 2.0823 -0.2187 -1.2138
H 2.1224 -1.2488 0.0842
H 2.5890 0.4930 0.4742
```

One molecule with the formula C3H5N2PS, computed with ωB97M-V with the def2-TZVPD basis set.

DFT total energy in eV: -26294.5348
HOMO in hartree: -0.33313
Charge: 0

```
12
C3H5N2PS | OMol25 | ωB97M-V with the def2-TZVPD basis set
C 0.4436 -0.0546 -0.6277
C -0.4334 -0.7780 0.3643
C 1.0226 1.2959 -0.4602
N 0.6021 -0.7819 -1.7127
N 0.0433 -1.9150 -1.7391
P -0.8466 -0.2994 2.0475
S -0.8120 -2.2651 -0.3690
H 1.7706 1.2950 0.3319
H 1.4865 1.5801 -1.4006
H 0.2510 2.0224 -0.2040
H -2.0539 -0.9972 2.0551
H -1.4738 0.8980 1.7145
```

One molecule with the formula C3H5N3, computed with ωB97M-V with the def2-TZVPD basis set.

DFT total energy in eV: -7659.2062
HOMO in hartree: -0.37893
Charge: 0

```
11
C3H5N3 | OMol25 | ωB97M-V with the def2-TZVPD basis set
C 0.2682 0.2128 -0.1237
C -0.9196 1.1262 -0.0257
C 0.0298 -1.3001 -0.4109
N 1.5555 0.7171 -0.4061
N 1.4223 0.3418 0.7836
N 0.7454 -2.1188 0.2022
H 1.4682 -1.5023 0.8400
H -0.9310 -1.5622 -0.8419
H -1.2456 1.4168 -1.0326
H -1.7553 0.6417 0.4883
H -0.6377 2.0270 0.5268
```

A 2-piece molecular cluster, C3H5N3 overall, computed with ωB97M-V with the def2-TZVPD basis set.

DFT total energy in eV: -7660.7993
HOMO in hartree: -0.37209
Charge: 0

```
11
C3H5N3 | OMol25 | ωB97M-V with the def2-TZVPD basis set
C 1.2589 -1.1081 0.5242
N 0.5950 -0.6799 -0.6911
C -0.5700 -0.4388 -0.9078
N -1.7007 -0.0259 -1.1986
C -0.5535 2.2413 0.4978
N 0.2924 2.2399 1.2832
H 2.2315 -1.5299 0.2646
H 1.4104 -0.2430 1.1777
H 0.6755 -1.8633 1.0611
H -2.3435 -0.7007 -1.5969
H -1.3343 2.1815 -0.2388
```

A 2-piece molecular cluster, C3H5N3 overall, computed with ωB97M-V with the def2-TZVPD basis set.

DFT total energy in eV: -7658.9982
HOMO in hartree: -0.34224
Charge: 0

```
11
C3H5N3 | OMol25 | ωB97M-V with the def2-TZVPD basis set
C -1.5319 -0.3724 0.0715
N -0.4530 -0.3289 -0.9358
C 0.5402 0.4696 -0.7702
N 1.3596 1.3326 -0.8405
C 1.2548 -0.2521 1.5456
N 2.3381 0.2022 1.5263
H -1.0805 -0.7080 1.0128
H -2.3025 -1.0454 -0.3022
H -1.9424 0.6318 0.1861
H -0.2414 -1.1883 -1.4321
H 2.0590 1.2590 -0.0616
```

One molecule with the formula C3H5N3, computed with ωB97M-V with the def2-TZVPD basis set.

DFT total energy in eV: -7661.7356
HOMO in hartree: -0.30846
Charge: 0

```
11
C3H5N3 | OMol25 | ωB97M-V with the def2-TZVPD basis set
N -1.8630 -0.2680 -0.2097
C -0.4871 0.0180 -0.0656
C 0.5863 -0.8432 -0.1349
N 1.6978 -0.0742 0.0019
N 1.4250 1.2206 0.1715
C 0.1018 1.2915 0.1221
H -2.3771 -0.0965 0.6467
H -2.0092 -1.2343 -0.4741
H 0.6378 -1.9137 -0.2784
H 2.6588 -0.3731 -0.0107
H -0.3946 2.2493 0.2153
```

A 2-piece molecular cluster, C3H5N3 overall, computed with ωB97M-V with the def2-TZVPD basis set.

DFT total energy in eV: -7659.9585
HOMO in hartree: -0.38372
Charge: 0

```
11
C3H5N3 | OMol25 | ωB97M-V with the def2-TZVPD basis set
C 0.0604 1.4493 -0.8390
N -0.0074 0.0054 -0.9947
C 0.8287 -0.7537 -0.3373
N 1.5914 -1.4645 0.1833
C -1.5627 -0.9344 1.7138
N -0.6271 -1.4996 2.0388
H -0.2166 1.7684 0.1705
H -0.6112 1.9041 -1.5658
H 1.0811 1.7581 -1.0610
H -0.9516 -0.3701 -0.9824
H 0.4149 -1.8630 1.6739
```

A 2-piece molecular cluster, C3H5N3 overall, computed with ωB97M-V with the def2-TZVPD basis set.

DFT total energy in eV: -7657.2643
HOMO in hartree: -0.31923
Charge: 0

```
11
C3H5N3 | OMol25 | ωB97M-V with the def2-TZVPD basis set
N -1.6580 -0.2143 0.6098
C -0.8284 -1.1503 0.0955
C -0.0557 -1.9865 -0.3092
C 2.0815 0.7364 0.5116
N 1.1507 1.2634 0.0048
N 0.1614 1.9286 -0.3636
H -2.6371 -0.4632 0.5924
H -1.4611 0.7310 0.2861
H 0.5838 -2.7387 -0.7111
H 2.3723 -0.2946 0.6263
H 0.2905 2.1882 -1.3427
```

One molecule with the formula C3H5N3, computed with ωB97M-V with the def2-TZVPD basis set.

DFT total energy in eV: -7659.8185
HOMO in hartree: -0.30226
Charge: 0

```
11
C3H5N3 | OMol25 | ωB97M-V with the def2-TZVPD basis set
N 1.6211 0.4396 -0.6521
C 0.5602 0.0402 0.0975
C -0.6123 0.7721 -0.1362
C -1.6187 -0.1722 0.1600
N -1.1387 -1.3059 0.6250
N 0.2334 -1.1302 0.6535
H 2.6059 0.5234 -0.3709
H 0.8828 1.0128 -1.2461
H -0.6567 1.8324 0.1051
H -2.6907 -0.0605 0.0605
H 0.8136 -1.9519 0.7037
```

One molecule with the formula C3H5N3, computed with ωB97M-V with the def2-TZVPD basis set.

DFT total energy in eV: -7661.6517
HOMO in hartree: -0.35699
Charge: 0

```
11
C3H5N3 | OMol25 | ωB97M-V with the def2-TZVPD basis set
C -1.6026 -0.1833 -0.2061
N -0.2632 -0.6850 -0.0022
C 0.7296 0.2306 0.1151
N 0.4900 1.4832 0.0218
C 2.0612 -0.3396 0.3279
N 3.1268 -0.7501 0.5085
H -1.9925 0.3073 0.6932
H -2.2526 -1.0213 -0.4759
H -1.5412 0.5904 -0.9695
H -0.0879 -1.6557 0.1909
H 1.3452 2.0274 0.0427
```

One molecule with the formula C3H5N3, computed with ωB97M-V with the def2-TZVPD basis set.

DFT total energy in eV: -7661.5802
HOMO in hartree: -0.35267
Charge: 0

```
11
C3H5N3 | OMol25 | ωB97M-V with the def2-TZVPD basis set
C -0.8047 0.0515 -1.3696
N -0.3985 -0.6686 -0.1806
C 0.4474 -0.2399 0.8001
N 1.0121 -1.0792 1.5801
C 0.6131 1.2120 0.9271
N 0.7963 2.3441 1.0821
H -0.8315 1.1255 -1.1688
H -0.1354 -0.1273 -2.2212
H -1.8151 -0.2620 -1.6485
H -0.4083 -1.6789 -0.2162
H 1.5398 -0.6285 2.3202
```

One molecule with the formula C3H5N3, computed with ωB97M-V with the def2-TZVPD basis set.

DFT total energy in eV: -7659.9645
HOMO in hartree: -0.31525
Charge: 0

```
11
C3H5N3 | OMol25 | ωB97M-V with the def2-TZVPD basis set
N 1.7068 0.4977 -0.3913
C 0.3712 0.1007 -0.0885
C -0.4863 0.8045 0.8704
N -1.6438 0.3395 1.1389
N -0.9324 -1.9186 -0.8951
C -0.2549 -0.9729 -0.5375
H 1.8839 0.5409 -1.3893
H 2.4244 -0.0689 0.0445
H -0.0070 1.6635 1.3465
H -2.1209 0.8890 1.8450
H -0.9658 -1.8641 -1.9021
```

A 2-piece molecular cluster, C3H5N3 overall, computed with ωB97M-V with the def2-TZVPD basis set.

DFT total energy in eV: -7657.6811
HOMO (alpha / beta) in hartree: -0.31268 / -0.31058
Charge: 0

```
11
C3H5N3 | OMol25 | ωB97M-V with the def2-TZVPD basis set
C 1.8674 -0.5819 0.0591
C -0.4540 -0.9007 -0.2463
C 0.5819 -0.6810 0.6477
N 2.9173 -0.5703 -0.4412
N -1.0142 1.7691 0.0513
N -0.0068 2.1403 0.4828
H -0.2654 -0.9109 -1.3757
H -1.1406 -1.8117 -0.2933
H -1.2540 -0.0775 -0.1058
H 0.4376 -0.6395 1.7772
H -1.6693 2.2642 -0.5559
```

C3H5N3 as an isolated structure, computed with ωB97M-V with the def2-TZVPD basis set.

DFT total energy in eV: -7657.3522
HOMO in hartree: -0.26344
Charge: 0

```
11
C3H5N3 | OMol25 | ωB97M-V with the def2-TZVPD basis set
N -1.6865 -0.5782 0.6387
C 0.5811 0.1950 -0.0082
N 1.8792 0.0755 0.1622
C -0.5111 -0.8325 -0.1238
C -0.3655 1.1423 -0.2092
N -1.4200 0.3544 -0.3949
H -2.4565 -1.1723 0.3346
H 2.2926 -0.7595 0.5678
H 2.4699 0.8941 0.2779
H -0.5133 -1.5430 -0.9427
H -0.2697 2.2242 -0.3025
```

One molecule with the formula C3H5N3, computed with ωB97M-V with the def2-TZVPD basis set.

DFT total energy in eV: -7661.4486
HOMO in hartree: -0.35916
Charge: 0

```
11
C3H5N3 | OMol25 | ωB97M-V with the def2-TZVPD basis set
C 1.5370 -0.9107 0.2769
N -0.8566 -0.7804 0.0921
C -1.7151 0.2163 -0.0949
C -0.9893 1.3786 -0.3836
N 0.3065 1.0783 -0.3649
N 0.3219 -0.2153 -0.0902
H 2.3531 -0.1962 0.1897
H 1.4363 -1.2459 1.3115
H 1.7092 -1.7755 -0.3675
H -2.7785 0.0637 0.0084
H -1.3246 2.3871 -0.5777
```

One molecule with the formula C3H5N3, computed with ωB97M-V with the def2-TZVPD basis set.

DFT total energy in eV: -7659.9989
HOMO in hartree: -0.31156
Charge: 0

```
11
C3H5N3 | OMol25 | ωB97M-V with the def2-TZVPD basis set
N -1.9384 -0.3002 -0.2337
C -0.5352 -0.0244 -0.2111
C 0.5684 -0.8472 -0.1433
N 1.6280 -0.0063 0.0014
N 1.2874 1.2819 0.0998
C -0.0294 1.2948 -0.0098
H -1.5582 -0.1254 0.8601
H -2.1065 -1.3130 -0.3631
H 0.6782 -1.9248 -0.1714
H 2.5946 -0.2604 0.1071
H -0.5889 2.2249 0.0641
```

One molecule with the formula C3H5N3, computed with ωB97M-V with the def2-TZVPD basis set.

DFT total energy in eV: -7658.5233
HOMO in hartree: -0.35634
Charge: 0

```
11
C3H5N3 | OMol25 | ωB97M-V with the def2-TZVPD basis set
N 1.0525 -2.0664 -0.1615
C 0.3649 -0.8578 0.1161
C 0.6819 0.5708 0.3975
N -0.2720 1.5926 0.0029
C -1.3648 1.2669 -0.5502
N -0.5031 -1.6846 -0.2241
H 1.2162 -2.5918 0.7100
H 0.9314 0.6932 1.4639
H 1.6157 0.7613 -0.1485
H -2.0215 2.0779 -0.8707
H -1.7012 0.2380 -0.7354
```